Entry from the Open Molecules 2025 dataset: a 14-piece molecular cluster, C41H89ClN2O16S overall at a distorted geometry (wB97M-V/def2-TZVPD).

Results
Energy relative to the best compared isomer or geometry (same formula, charge and spin)   3.315 eV
Max |F|   3.03 eV/Å
Frontier orbital gap   7.62 eV

Atoms and positions in Å:
C: 4.401 -4.102 1.648
C: 4.449 -3.594 0.138
N: 5.219 -2.290 0.163
C: 4.255 -1.206 0.111
C: 3.582 -0.757 1.334
C: 2.595 0.300 1.194
C: 2.315 0.890 -0.134
C: 2.977 0.466 -1.362
C: 2.605 1.138 -2.715
C: 3.972 -0.620 -1.220
N: 4.630 -1.116 -2.425
C: 1.214 2.002 -0.193
O: 1.347 3.028 -0.821
C: -0.049 1.682 0.680
C: 0.244 1.115 2.009
C: -0.808 0.760 2.951
C: -2.192 0.985 2.502
C: -3.385 0.587 3.448
C: -4.033 -0.768 2.971
C: -3.078 -2.023 3.174
C: -2.756 -2.623 1.730
C: -3.956 -3.553 1.261
C: -3.930 -3.627 -0.316
C: -5.108 -2.802 -0.961
O: -4.864 -2.578 -2.369
C: -5.987 -1.819 -2.842
C: -2.487 1.544 1.156
S: -4.266 1.700 0.736
C: -1.419 1.917 0.205
C: -1.708 2.483 -1.226
Cl: -2.833 3.908 -1.238
C: -2.231 1.232 -2.099
C: -3.533 1.524 -2.933
C: 1.748 0.864 2.379
O: 2.210 1.118 3.468
H: 3.428 -3.809 2.122
H: 4.445 -5.220 1.611
H: 5.267 -3.699 2.232
H: 3.416 -3.473 -0.274
H: 5.071 -4.313 -0.461
H: 5.819 -2.227 -0.660
H: 3.805 -1.202 2.335
H: 1.504 0.980 -2.881
H: 3.180 0.770 -3.596
H: 2.747 2.248 -2.611
H: 3.900 -1.023 -3.146
H: 4.669 -2.137 -2.273
H: -0.619 0.333 3.963
H: -4.100 1.451 3.426
H: -3.050 0.486 4.515
H: -4.332 -0.753 1.893
H: -4.967 -0.959 3.569
H: -2.156 -1.774 3.755
H: -3.635 -2.840 3.718
H: -2.669 -1.755 1.012
H: -1.786 -3.186 1.706
H: -3.856 -4.565 1.740
H: -4.890 -3.061 1.657
H: -3.962 -4.669 -0.727
H: -2.976 -3.137 -0.662
H: -6.041 -3.435 -0.859
H: -5.290 -1.823 -0.431
H: -5.753 -0.712 -2.846
H: -6.926 -1.961 -2.251
H: -6.209 -2.086 -3.914
H: -4.731 2.734 1.506
H: -0.771 2.822 -1.742
H: -1.363 0.895 -2.737
H: -2.419 0.367 -1.398
H: -3.518 2.482 -3.503
H: -4.404 1.439 -2.230
H: -3.615 0.703 -3.704
C: 3.255 -6.882 -1.206
O: 3.366 -5.797 -2.125
H: 2.908 -6.493 -0.248
H: 2.537 -7.611 -1.580
H: 4.230 -7.355 -1.072
H: 3.673 -6.163 -2.961
C: -0.061 5.179 2.466
O: 0.219 6.069 1.390
H: -0.633 5.713 3.223
H: -0.650 4.331 2.098
H: 0.869 4.823 2.900
H: 0.724 5.574 0.734
C: -8.251 -0.641 4.551
O: -7.461 -0.921 3.400
H: -7.787 0.176 5.100
H: -9.258 -0.346 4.248
H: -8.300 -1.525 5.192
H: -7.889 -1.645 2.930
C: -4.721 5.665 1.720
O: -4.419 6.551 0.656
H: -5.299 6.205 2.469
H: -5.311 4.823 1.347
H: -3.795 5.298 2.174
H: -3.908 6.054 0.006
C: 3.839 -10.843 -2.854
O: 3.053 -9.689 -2.576
H: 4.183 -11.264 -1.911
H: 3.236 -11.586 -3.382
H: 4.704 -10.567 -3.462
H: 2.760 -9.335 -3.423
C: 2.276 4.154 6.060
O: 1.817 4.398 4.737
H: 2.335 5.103 6.592
H: 1.578 3.492 6.579
H: 3.268 3.695 6.026
H: 1.777 3.542 4.289
C: -5.071 -3.040 -7.032
O: -4.678 -3.969 -6.025
H: -5.169 -3.570 -7.979
H: -6.031 -2.593 -6.766
H: -4.311 -2.261 -7.131
H: -4.597 -3.480 -5.198
C: 5.391 3.783 3.819
O: 6.048 4.355 4.945
H: 6.072 3.090 3.328
H: 4.500 3.242 4.147
H: 5.110 4.573 3.117
H: 5.425 4.962 5.359
C: 5.204 4.579 -0.200
O: 6.439 3.885 -0.350
H: 4.385 3.877 -0.350
H: 5.140 5.001 0.806
H: 5.138 5.378 -0.943
H: 7.145 4.528 -0.212
C: -9.100 -2.225 -6.843
O: -8.052 -2.059 -5.895
H: -8.980 -1.480 -7.628
H: -9.049 -3.224 -7.282
H: -10.068 -2.083 -6.356
H: -8.178 -2.726 -5.211
C: -0.554 -2.389 -3.085
O: 0.118 -1.223 -2.619
H: -0.444 -2.445 -4.167
H: -0.113 -3.279 -2.631
H: -1.617 -2.331 -2.834
H: 0.008 -1.193 -1.661
C: 9.318 5.508 5.140
O: 10.440 5.641 6.006
H: 9.388 6.264 4.359
H: 9.319 4.515 4.683
H: 8.394 5.655 5.703
H: 10.357 4.965 6.687
C: 6.596 5.070 -3.967
O: 7.712 5.199 -3.097
H: 6.673 5.826 -4.746
H: 6.595 4.078 -4.426
H: 5.668 5.221 -3.408
H: 7.622 4.520 -2.416

Entry from the Open Molecules 2025 dataset: the molecule C3H7NS at a distorted geometry (wB97M-V/def2-TZVPD).

Results
Energy relative to the best compared isomer or geometry (same formula, charge and spin)   1.990 eV
Max |F|   2.67 eV/Å
Frontier orbital gap   9.50 eV

Atoms and positions in Å:
S: -2.320 0.172 -0.213
C: -0.906 -0.636 0.732
C: 0.355 0.213 0.386
C: 1.357 -0.396 -0.514
N: 0.517 0.621 -1.007
H: -1.750 1.331 -0.383
H: -0.860 -1.745 0.462
H: -1.312 -0.514 1.787
H: 0.556 0.954 1.161
H: 2.357 -0.055 -0.515
H: 1.148 -1.514 -0.723
H: 0.858 1.570 -1.172

Entry from the Open Molecules 2025 dataset: the molecule C4H10 at a distorted geometry (wB97M-V/def2-TZVPD).

Results
Energy relative to the best compared isomer or geometry (same formula, charge and spin)   3.205 eV
Max |F|   17.27 eV/Å
Frontier orbital gap   11.90 eV

Atoms and positions in Å:
C: -0.046 0.057 -1.945
C: 0.150 0.617 -0.518
C: -0.451 -0.317 0.565
C: 0.326 -0.244 1.896
H: 0.488 0.748 -2.585
H: -1.271 -0.275 -2.077
H: 0.628 -0.843 -2.146
H: 1.106 0.933 -0.467
H: -0.399 1.501 -0.386
H: -1.470 -0.115 0.832
H: -0.547 -1.270 0.172
H: -0.069 -0.985 2.658
H: 1.335 -0.359 1.830
H: 0.220 0.551 2.169

Entry from the Open Molecules 2025 dataset: a 2-piece molecular cluster, C3H11N2S overall at a distorted geometry (wB97M-V/def2-TZVPD).

Results
Total charge   +1
Energy relative to the best compared isomer or geometry (same formula, charge and spin)   0.821 eV
Max |F|   1.53 eV/Å
Frontier orbital gap   8.35 eV

Atoms and positions in Å:
C: -1.525 1.887 0.018
S: -0.133 0.801 -0.644
C: -0.016 1.320 -2.385
H: -2.325 1.940 -0.716
H: -1.929 1.373 0.892
H: -1.094 2.865 0.206
H: 0.075 0.515 -3.116
H: 0.697 2.118 -2.609
H: -0.972 1.772 -2.689
N: 2.001 -1.904 1.011
C: 0.859 -2.239 1.582
N: -0.043 -1.334 1.894
H: 1.964 -1.080 0.418
H: 2.785 -2.523 0.975
H: 0.640 -3.298 1.659
H: -0.932 -1.735 2.158
H: -0.054 -0.479 1.346

Entry from the Open Molecules 2025 dataset: the molecule C26H27FN4O3 (wB97M-V/def2-TZVPD).

Results
Energy relative to the best compared isomer or geometry (same formula, charge and spin)   0.121 eV
Max |F|   0.61 eV/Å
Frontier orbital gap   9.38 eV

Atoms and positions in Å:
C: -4.591 -1.093 -1.949
C: -4.258 -0.497 -0.619
C: -4.876 -0.955 0.543
C: -4.544 -0.365 1.748
N: -3.653 0.604 1.865
C: -3.052 1.034 0.760
N: -2.112 2.032 1.005
C: -1.209 2.575 0.144
O: -1.142 2.297 -1.034
C: -0.277 3.595 0.784
C: 1.142 3.400 0.244
C: 1.880 2.344 1.051
O: 1.529 2.024 2.173
N: 2.997 1.816 0.483
C: 3.334 1.993 -0.911
C: 2.274 1.427 -1.880
O: 2.062 1.939 -2.957
N: 1.646 0.337 -1.416
C: 0.495 -0.252 -2.065
C: -0.309 -1.083 -1.106
C: -0.967 -2.221 -1.555
C: -1.724 -2.989 -0.688
C: -1.828 -2.633 0.646
C: -1.176 -1.502 1.103
C: -0.426 -0.731 0.233
C: 3.828 0.923 1.286
C: 3.500 -0.529 1.045
C: 2.445 -1.119 1.737
C: 2.075 -2.426 1.482
C: 2.774 -3.138 0.524
F: 2.415 -4.411 0.262
C: 3.837 -2.586 -0.167
C: 4.196 -1.277 0.102
C: -3.333 0.528 -0.506
H: -5.614 -0.838 -2.227
H: -4.517 -2.178 -1.905
H: -3.918 -0.723 -2.717
H: -5.601 -1.752 0.503
H: -5.005 -0.681 2.675
H: -2.056 2.273 1.986
H: -0.643 4.586 0.508
H: -0.274 3.503 1.870
H: 1.716 4.326 0.328
H: 1.073 3.133 -0.810
H: 4.276 1.480 -1.110
H: 3.475 3.051 -1.155
H: 1.922 -0.064 -0.532
H: -0.118 0.572 -2.452
H: 0.816 -0.861 -2.919
H: -0.886 -2.507 -2.594
H: -2.226 -3.872 -1.053
H: -2.416 -3.233 1.325
H: -1.258 -1.211 2.140
H: 0.058 0.159 0.605
H: 3.633 1.174 2.332
H: 4.876 1.128 1.054
H: 1.909 -0.538 2.473
H: 1.258 -2.893 2.007
H: 4.367 -3.175 -0.898
H: 5.030 -0.840 -0.428
H: -2.827 0.920 -1.371

Entry from the Open Molecules 2025 dataset: the molecule CH3N5 at a distorted geometry (wB97M-V/def2-TZVPD).

Results
Energy relative to the best compared isomer or geometry (same formula, charge and spin)   2.440 eV
Max |F|   5.36 eV/Å
Frontier orbital gap   9.60 eV

Atoms and positions in Å:
N: -0.887 -0.816 -1.384
C: -0.117 -0.338 -0.394
N: 0.003 -0.515 1.024
N: 0.890 0.587 1.505
N: 1.176 1.275 0.586
N: 0.755 0.684 -0.659
H: -1.732 -1.335 -0.872
H: -0.621 -1.101 1.685
H: 0.532 1.558 -1.490

Entry from the Open Molecules 2025 dataset: C41H48AsBiFN6O3S2 as an isolated structure (wB97M-V/def2-TZVPD).

Results
Total charge   +1
Max |F|   0.97 eV/Å
Frontier orbital gap   6.95 eV

Atoms and positions in Å:
Bi: 0.544 -1.052 -0.634
C: -5.180 4.655 -1.934
C: -5.574 3.222 -1.582
C: -6.795 3.137 -0.680
C: -6.516 3.795 0.665
C: -5.223 3.284 1.257
C: -4.985 3.403 2.607
C: -3.807 2.906 3.153
F: -3.596 3.047 4.475
C: -2.876 2.262 2.394
C: -3.091 2.115 1.019
C: -2.097 1.399 0.204
O: -1.120 0.836 0.753
C: -2.354 1.389 -1.197
C: -3.507 1.937 -1.675
N: -4.440 2.541 -0.923
C: -4.254 2.653 0.445
C: -1.418 0.774 -2.220
O: -1.926 0.210 -3.186
O: -0.168 0.891 -1.945
H: -6.036 5.194 -2.344
H: -4.383 4.656 -2.678
H: -4.821 5.188 -1.051
H: -5.775 2.672 -2.500
H: -7.047 2.085 -0.526
H: -7.641 3.612 -1.177
H: -7.331 3.590 1.358
H: -6.468 4.882 0.556
H: -5.716 3.875 3.253
H: -1.981 1.866 2.846
H: -3.709 1.879 -2.738
C: 3.031 -6.500 0.759
C: 1.783 -5.894 1.298
C: 1.292 -6.111 2.552
C: 0.121 -5.436 2.927
N: -0.544 -4.646 2.094
C: -0.102 -4.478 0.838
S: -0.945 -3.607 -0.342
N: 1.079 -5.079 0.482
C: -0.457 -5.608 4.295
H: 3.497 -7.143 1.500
H: 3.729 -5.714 0.468
H: 2.811 -7.093 -0.131
H: 1.807 -6.765 3.240
H: 1.435 -4.865 -0.443
H: 0.265 -6.034 4.991
H: -1.318 -6.278 4.235
H: -0.824 -4.654 4.672
C: 5.445 -4.155 -0.436
C: 4.652 -4.640 -1.471
C: 3.565 -3.911 -1.927
C: 3.242 -2.669 -1.355
C: 4.057 -2.182 -0.331
C: 5.144 -2.922 0.124
N: 2.112 -1.960 -1.825
C: 1.961 -1.803 -3.229
C: 0.691 -1.811 -3.806
C: 0.531 -1.608 -5.168
C: 1.635 -1.413 -5.982
C: 2.906 -1.407 -5.418
C: 3.072 -1.592 -4.054
H: 6.301 -4.720 -0.088
H: 4.882 -5.598 -1.924
H: 2.968 -4.273 -2.756
H: 3.850 -1.205 0.085
H: 5.775 -2.518 0.907
H: -0.189 -1.973 -3.187
H: -0.466 -1.606 -5.591
H: 1.513 -1.270 -7.049
H: 3.776 -1.239 -6.041
H: 4.062 -1.568 -3.616
C: 0.936 -1.303 4.811
As: 0.270 -0.680 3.101
C: 0.737 1.190 3.230
C: -1.549 -1.317 3.157
S: 1.566 -1.714 1.739
H: 0.262 -0.999 5.609
H: 1.925 -0.888 4.993
H: 1.016 -2.389 4.790
H: 0.406 1.592 4.185
H: 0.318 1.747 2.396
H: 1.825 1.187 3.179
H: -1.953 -1.129 4.150
H: -1.459 -2.384 2.958
H: -2.161 -0.852 2.391
N: 2.073 0.733 -0.273
C: 2.203 1.874 -0.439
N: 2.327 3.153 -0.647
C: 2.470 3.682 -2.020
C: 1.550 4.879 -2.212
C: 1.700 5.925 -1.078
C: 2.704 5.480 -0.011
C: 2.351 4.091 0.497
H: 2.218 2.887 -2.716
H: 3.511 3.961 -2.185
H: 0.521 4.522 -2.263
H: 1.784 5.320 -3.181
H: 0.733 6.080 -0.596
H: 2.008 6.888 -1.485
H: 2.688 6.167 0.835
H: 3.721 5.482 -0.408
H: 1.365 4.112 0.969
H: 3.077 3.744 1.233

Entry from the Open Molecules 2025 dataset: a 2-piece molecular cluster, C3H9FS overall (wB97M-V/def2-TZVPD).

Results
Energy relative to the best compared isomer or geometry (same formula, charge and spin)   0.061 eV
Max |F|   0.93 eV/Å
Frontier orbital gap   9.89 eV

Atoms and positions in Å:
C: -1.510 -1.717 0.401
C: -0.050 -1.540 0.795
S: 0.187 -0.473 2.250
H: -2.088 -2.132 1.243
H: -1.592 -2.406 -0.456
H: -1.951 -0.747 0.115
H: 0.394 -2.509 1.095
H: 0.548 -1.142 -0.047
H: -0.358 0.637 1.710
C: 1.330 2.409 -1.427
F: -0.039 2.304 -1.268
H: 1.624 3.468 -1.524
H: 1.652 1.870 -2.333
H: 1.851 1.977 -0.556